51
Properties=species:S:1:pos:R:3:lowdin_charge:R:1 method="wB97M-V/def2-TZVPD" charge=-1 homo_ha="-0.015 / -0.165" molar_mass_g_mol=312.31 gap_ev="2.8 / 6.9" energy_ha=-1222.07384 max_force_ev_per_a=1.96 spin_multiplicity=2
O -1.05536 -1.15498 2.92081 -0.201
C -1.55082 -1.94607 2.06801 -0.371
C -1.49768 -1.76918 0.54709 -0.364
C -0.87893 -0.38447 0.19768 -0.104
C -0.30488 -0.26006 -1.21379 -0.389
C -0.74800 0.48564 -2.24243 -0.054
N 0.90370 -0.95738 -1.26636 0.120
N -2.80196 -1.85695 -0.16754 0.013
H -2.02346 -2.82845 2.48754 0.060
H -0.73688 -2.51409 0.25420 0.086
H -1.51558 0.47287 0.41181 0.114
H 0.01751 -0.33142 0.90542 0.126
H -1.60447 1.11551 -2.15860 0.058
H -0.06096 0.49031 -3.08858 0.070
H 1.01256 -1.61562 -0.50690 0.062
H 1.40572 -1.20622 -2.09358 0.090
H -3.43087 -2.50259 0.27972 0.050
H -3.31146 -0.98649 -0.33180 0.062
H 2.37583 1.75148 -0.49225 0.036
H 3.30003 2.78108 -0.11377 0.012
O 3.01362 1.88128 0.22984 -0.105
H -2.55578 5.02172 -0.03522 0.032
H -1.18216 4.93909 -0.73206 0.004
O -1.94970 5.53786 -0.58574 -0.101
H 2.48452 -0.66931 2.36836 0.031
H 3.19953 -0.82232 0.92111 0.018
O 2.96366 -1.23753 1.75298 -0.059
H -0.21737 0.43559 3.07803 0.008
H 0.82156 0.55777 4.32578 0.034
O 0.40332 1.00039 3.59230 -0.086
H 0.49332 5.39114 0.64321 0.089
H 0.36594 3.88580 0.59064 0.059
O 0.44828 4.66973 0.00398 -0.070
H 1.76150 -3.45336 1.75069 0.030
H 0.95798 -3.96004 0.48487 -0.005
O 0.93433 -3.38901 1.26717 -0.067
H -0.36621 -4.36472 -1.53535 -0.013
H 0.87105 -5.39750 -1.73533 0.031
O 0.48416 -4.72271 -1.18130 -0.087
H 1.98962 2.92732 1.64308 0.007
H 1.15580 2.56565 2.87745 0.012
O 1.24689 3.24747 2.18218 -0.088
H 3.29160 4.74011 -1.52375 0.057
H 1.89549 4.26136 -0.76682 0.023
O 2.87851 4.20641 -0.84583 -0.072
H -1.77258 -0.69629 -3.10578 -0.037
H -2.95541 -1.25811 -2.42078 0.018
O -2.36112 -1.47098 -3.15932 -0.104
H -1.55609 -3.21595 -2.70533 0.047
H -2.40479 -3.39975 -1.62397 0.017
O -1.83350 -3.99404 -2.15174 -0.098

***

12
Properties=species:S:1:pos:R:3:lowdin_charge:R:1 method="wB97M-V/def2-TZVPD" charge=+1 e_above_lowest_kcal_mol=129.7 homo_ha=-0.508 molar_mass_g_mol=163.00 gap_ev=6.4 energy_ha=-2855.10124 max_force_ev_per_a=4.72
C -0.72507 2.31188 -0.07818 -0.176
C -0.04824 0.28962 -0.09106 -0.099
C 1.40084 -2.56594 0.16763 0.373
N -1.80202 1.60250 -0.41192 0.065
N -1.36988 0.31414 -0.47280 -0.609
N 0.32701 1.55952 0.14129 0.059
Br -2.42918 -1.15887 -0.77310 0.825
H -0.78039 3.37697 0.30665 0.167
H 1.65690 -2.01127 1.18374 0.081
H 1.96360 -2.36379 -0.77187 0.057
H 0.56862 -3.31482 0.34444 0.068
H 1.23783 1.96007 0.45520 0.190